[1]
C22H26As2BCl3N4O10Pd as an isolated structure. Source: the Open Molecules 2025 dataset; level of theory: the ωB97M-V functional and the def2-TZVPD basis.

Results
E_LUMO (spin up / spin down) = -0.0210 / -0.0596 Eh
Energy relative to the best compared isomer or geometry (same formula, charge and spin) = 0.0 kcal/mol
Gap between HOMO and LUMO (spin up / spin down) = 7.90 / 7.35 eV
Electronic energy = -7830.180285 Ha
Spin multiplicity = 3

Last column: Mulliken spin population.
Geometry (Å):
Pd  2.08  -0.94  0.10  1.251
B  1.25  -3.17  2.74  -0.002
N  0.75  -3.32  1.27  -0.013
C  0.32  -4.46  0.72  0.025
C  -0.27  -4.19  -0.50  0.013
C  -0.14  -2.82  -0.64  -0.001
N  0.44  -2.29  0.45  0.161
N  1.85  -1.75  2.97  -0.015
C  1.80  -1.10  4.14  0.018
C  2.65  0.00  4.08  0.014
C  3.18  -0.06  2.80  0.001
N  2.70  -1.12  2.14  0.133
H  0.34  -3.26  3.52  0.000
H  2.08  -4.03  2.92  0.000
H  0.46  -5.39  1.25  0.001
H  -0.69  -4.89  -1.20  0.000
H  -0.39  -2.19  -1.48  0.001
H  1.19  -1.48  4.93  0.000
H  2.85  0.72  4.85  0.000
H  3.85  0.63  2.29  0.000
C  2.41  4.73  -1.65  0.000
O  1.26  3.89  -1.42  -0.001
C  1.56  2.64  -1.06  -0.014
O  2.66  2.25  -0.75  0.001
C  0.35  1.78  -0.96  0.002
C  -0.45  1.46  -1.98  0.026
As  -2.04  0.31  -1.91  -0.003
C  -3.35  1.73  -2.27  0.005
C  -2.32  0.25  0.04  0.018
C  -1.44  0.35  1.04  0.007
As  0.40  0.88  0.74  0.183
C  0.70  2.36  1.96  0.018
C  -1.73  0.14  2.51  -0.002
O  -1.60  1.07  3.26  0.001
O  -2.00  -1.07  2.99  0.000
C  -2.34  -2.21  2.20  0.001
C  -3.74  -0.13  0.30  0.000
O  -4.45  -0.65  -0.53  0.003
O  -4.15  0.20  1.53  0.000
C  -5.50  -0.16  1.86  0.000
C  -0.02  1.89  -3.35  0.001
O  1.07  2.32  -3.62  0.004
O  -0.95  1.60  -4.27  0.000
C  -0.55  1.80  -5.63  0.000
H  2.01  5.66  -2.06  0.000
H  3.08  4.25  -2.36  0.000
H  2.94  4.92  -0.72  0.000
H  -3.26  2.01  -3.31  -0.001
H  -3.16  2.60  -1.63  0.001
H  -4.34  1.33  -2.08  0.000
H  -0.04  3.14  1.76  0.011
H  1.71  2.73  1.78  0.001
H  0.60  2.01  2.98  -0.002
H  -3.43  -2.34  2.24  0.000
H  -1.85  -3.06  2.66  0.000
H  -2.01  -2.12  1.17  -0.002
H  -5.65  0.18  2.88  0.000
H  -5.63  -1.24  1.78  0.000
H  -6.19  0.33  1.18  0.000
H  -1.39  1.47  -6.24  0.000
H  0.34  1.22  -5.85  0.000
H  -0.35  2.86  -5.80  0.000
Cl  4.22  0.43  -3.35  0.000
C  4.31  -0.95  -2.28  -0.002
Cl  5.48  -2.12  -2.86  0.000
Cl  4.83  -0.39  -0.63  0.032
C  2.92  -1.62  -2.01  -0.028
O  1.91  -0.91  -2.24  0.078
O  2.96  -2.70  -1.40  0.079


[2]
One molecule with the formula C19H22N2O2S. Source: the Open Molecules 2025 dataset; level of theory: the ωB97M-V functional and the def2-TZVPD basis.

Results
E_LUMO = 0.0015 Eh
Energy relative to the best compared isomer or geometry (same formula, charge and spin) = 44.4 kcal/mol
Gap between HOMO and LUMO = 7.98 eV
Electronic energy = -1395.388491 Ha

Last column: Löwdin charge in e.
Geometry (Å):
C  -0.46  5.08  -3.29  -0.115
C  0.56  3.99  -3.59  -0.249
C  0.15  2.65  -2.97  -0.232
N  1.07  1.60  -3.36  -0.170
C  0.52  0.26  -3.26  -0.168
C  0.53  -0.31  -1.84  -0.186
N  1.85  -0.18  -1.27  -0.041
C  2.19  -0.42  0.03  -0.459
O  3.32  -0.20  0.44  0.043
C  1.20  -0.95  0.98  -0.375
C  1.50  -1.07  2.31  -0.035
C  0.47  -1.63  3.07  -0.217
C  -0.63  -1.95  2.32  -0.401
S  -0.40  -1.55  0.66  1.143
C  -1.82  -2.51  2.91  -0.161
C  -2.91  -2.99  2.20  -0.040
C  -4.03  -3.46  2.85  -0.091
C  -4.07  -3.45  4.24  -0.082
C  -2.99  -2.98  4.97  0.000
C  -1.85  -2.52  4.32  -0.207
O  -0.84  -2.03  5.09  -0.008
C  0.46  -1.94  4.54  -0.103
C  2.86  0.38  -2.14  -0.122
C  2.38  1.71  -2.72  -0.151
H  -1.44  4.81  -3.69  0.070
H  -0.15  6.02  -3.74  0.068
H  -0.56  5.22  -2.22  0.071
H  0.65  3.85  -4.67  0.112
H  1.54  4.29  -3.21  0.101
H  -0.84  2.39  -3.33  0.121
H  0.09  2.77  -1.87  0.126
H  -0.50  0.27  -3.64  0.123
H  1.11  -0.39  -3.92  0.119
H  0.22  -1.36  -1.87  0.096
H  -0.19  0.25  -1.23  0.097
H  2.45  -0.75  2.71  0.129
H  -2.86  -2.98  1.12  0.101
H  -4.87  -3.84  2.29  0.101
H  -4.94  -3.81  4.76  0.103
H  -3.01  -2.96  6.05  0.118
H  0.99  -2.89  4.71  0.141
H  0.97  -1.15  5.11  0.137
H  3.09  -0.33  -2.95  0.128
H  3.76  0.53  -1.55  0.122
H  2.33  2.43  -1.89  0.124
H  3.10  2.07  -3.45  0.122


[3]
A 2-piece molecular cluster, C4H7N2S overall at a distorted geometry. Source: the Open Molecules 2025 dataset; level of theory: the ωB97M-V functional and the def2-TZVPD basis.

Results
E_LUMO = -0.1923 Eh
Energy relative to the best compared isomer or geometry (same formula, charge and spin) = 94.5 kcal/mol
Gap between HOMO and LUMO = 7.68 eV
Electronic energy = -663.924042 Ha
Charge = +1

Last column: Löwdin charge in e.
Geometry (Å):
C  0.70  -1.23  1.30  -0.075
C  0.10  -0.85  2.42  -0.441
C  -1.44  1.74  -0.41  0.004
C  2.18  -1.56  -0.62  0.129
N  1.37  -1.34  0.31  0.077
N  -1.25  0.51  -0.28  -0.001
S  -1.32  0.08  2.52  0.880
H  0.61  -1.38  3.25  0.120
H  -1.64  2.39  0.45  0.097
H  -1.41  2.23  -1.33  0.074
H  3.08  -2.06  -0.38  0.098
H  2.03  -1.30  -1.66  0.107
H  -1.29  0.14  1.13  -0.162
H  -0.90  0.02  -1.09  0.092